[1]
25
Properties=species:S:1:pos:R:3:mulliken_charge:R:1 method="wB97M-V/def2-TZVPD" homo_lumo_gap_ev=7.3883 charge=+1
C 0.207 -0.967 1.960 -0.614
C 0.043 0.166 2.930 -0.857
C 0.436 0.442 1.496 0.914
C 1.843 0.901 1.187 -1.546
C 0.510 0.017 -2.400 -1.171
C -1.388 -1.557 -1.806 -1.015
C -0.917 -0.218 -2.170 1.106
N -0.538 1.019 0.602 -0.447
O -1.800 0.699 -2.295 -0.332
H 1.068 -1.609 2.068 0.256
H -0.685 -1.487 1.642 0.264
H -0.959 0.426 3.239 0.252
H 0.781 0.299 3.704 0.253
H 2.301 0.285 0.413 0.224
H 2.468 0.843 2.073 0.395
H 1.837 1.935 0.842 0.421
H 1.101 -0.470 -1.626 0.187
H 0.809 -0.451 -3.342 0.399
H 0.765 1.074 -2.445 0.476
H -1.080 -1.763 -0.778 0.159
H -2.470 -1.630 -1.871 0.358
H -0.915 -2.324 -2.419 0.376
H -1.479 0.748 0.870 0.274
H -0.480 2.033 0.640 0.264
H -1.458 1.587 -2.512 0.403



[2]
25
Properties=species:S:1:pos:R:3:mulliken_charge:R:1 method="wB97M-V/def2-TZVPD" homo_lumo_gap_ev=8.9993 charge=+1
C 0.436 1.736 -0.164 -0.549
C -0.382 1.399 -1.396 -0.615
C -1.790 0.789 -0.994 -0.891
C -0.572 -1.869 2.896 -0.813
C -1.241 -1.900 1.752 -0.287
C -1.528 -0.678 0.974 -0.069
C -1.523 -0.544 -0.356 -0.485
N 1.617 0.851 -0.046 -0.254
H 0.722 2.784 -0.165 0.385
H -0.122 1.582 0.758 0.338
H 0.088 0.651 -2.035 0.341
H -0.625 2.289 -1.975 0.350
H -2.349 0.771 -1.917 0.409
H -2.305 1.564 -0.421 0.386
H -0.389 -2.716 3.544 0.279
H -0.014 -1.006 3.255 0.211
H -1.658 -2.805 1.320 0.331
H -1.824 0.195 1.548 0.482
H -1.438 -1.340 -1.087 0.442
H 2.146 0.958 0.819 0.347
H 2.312 0.724 -0.787 0.332
H 1.236 -0.108 -0.069 0.337
H 3.735 -1.097 -1.431 0.335
H 2.670 -1.040 -2.482 0.351
O 2.798 -1.189 -1.541 -0.695



[3]
26
Properties=species:S:1:pos:R:3:mulliken_charge:R:1 method="wB97M-V/def2-TZVPD" homo_lumo_gap_ev=8.8323 charge=+1
C -3.096 0.284 -0.548 -0.376
C -2.230 0.568 0.402 -0.595
C 0.838 2.224 -0.253 -0.714
C 2.270 0.589 0.904 -1.059
C 0.787 -1.204 -1.852 -0.663
C -0.847 -2.111 1.150 -0.646
C 0.020 -0.120 0.130 0.262
N 0.856 1.075 0.644 0.136
O 0.068 -0.214 -1.205 -0.288
O 0.269 -1.227 0.834 -0.432
H -4.059 -0.124 -0.187 0.299
H -2.817 0.158 -1.594 0.289
H -2.212 0.384 1.380 0.551
H 0.648 3.253 0.296 0.320
H 1.803 2.373 -0.726 0.295
H 0.029 2.168 -1.034 0.298
H 2.185 -0.410 1.230 0.354
H 2.811 0.723 -0.018 0.367
H 2.739 1.269 1.533 0.482
H 0.607 -2.107 -1.336 0.294
H 1.905 -0.919 -1.955 0.206
H 0.353 -1.292 -2.811 0.297
H -1.786 -1.741 0.594 0.310
H -0.943 -2.011 2.242 0.264
H -0.589 -3.020 0.706 0.343
H 0.391 1.432 1.471 0.406



[4]
27
Properties=species:S:1:pos:R:3:mulliken_charge:R:1 method="wB97M-V/def2-TZVPD" homo_lumo_gap_ev=9.7270 charge=+1
C -0.376 -0.699 -1.859 -0.438
C 0.517 -2.013 -1.953 -0.773
C -0.885 -1.455 0.522 -0.678
C -0.083 2.296 0.986 -0.685
C -0.949 2.213 -0.273 -0.332
C -1.565 0.807 -0.338 -0.753
C 2.594 -0.242 1.303 0.137
N -0.619 -0.326 -0.372 0.694
O 2.164 -0.265 0.213 -0.531
O 2.800 -1.245 2.071 -0.427
S 0.133 -2.672 -0.127 0.061
H 0.131 0.231 -2.221 0.292
H -1.303 -0.856 -2.355 0.480
H 0.118 -2.683 -2.770 0.383
H 1.577 -1.960 -2.102 0.353
H -1.948 -1.882 0.586 0.337
H 0.510 1.355 1.155 -0.001
H 0.788 3.104 0.828 0.285
H -0.627 2.668 1.922 0.333
H -0.326 2.257 -1.184 0.207
H -1.850 2.810 -0.224 0.366
H -2.302 0.630 0.476 0.403
H -2.198 0.841 -1.247 0.297
H 3.033 0.682 1.644 0.441
H 0.306 0.082 -0.148 -0.029
H 1.382 -2.228 -0.038 0.193
H 3.146 -1.050 2.970 0.386



[5]
25
Properties=species:S:1:pos:R:3:mulliken_charge:R:1 method="wB97M-V/def2-TZVPD" homo_lumo_gap_ev=9.7719 charge=+1
C 1.307 -1.654 1.730 -1.692
C 0.915 -0.982 0.421 1.433
C 1.720 -1.542 -0.746 -1.462
C 1.057 0.539 0.530 -1.294
N 0.194 1.156 -0.506 -0.109
C -1.217 0.674 -0.396 0.516
C -1.959 1.369 0.715 -1.290
C -1.911 0.713 -1.730 -1.482
S -0.896 -1.266 0.127 -0.060
H 2.342 -1.425 1.969 0.409
H 1.203 -2.731 1.643 0.426
H 0.675 -1.316 2.547 0.443
H 1.443 -2.578 -0.923 0.403
H 2.784 -1.517 -0.515 0.383
H 1.549 -0.996 -1.673 0.376
H 0.727 0.884 1.511 0.312
H 2.095 0.842 0.380 0.432
H 0.225 2.181 -0.440 0.424
H 0.547 0.876 -1.431 0.396
H -1.483 1.227 1.682 0.377
H -2.961 0.957 0.785 0.397
H -2.053 2.436 0.514 0.402
H -1.333 0.209 -2.502 0.439
H -2.105 1.739 -2.037 0.403
H -2.867 0.202 -1.656 0.418



[6]
24
Properties=species:S:1:pos:R:3:mulliken_charge:R:1 method="wB97M-V/def2-TZVPD" s_squared=0.750 homo_lumo_gap_ev="2.8183 / 9.3286" charge=-1 multiplicity=2
C 1.340 1.541 -1.409 -1.315
C 0.079 0.879 -1.940 -0.563
C -0.078 -0.582 -1.471 -1.928
C -0.736 -0.764 -0.124 1.322
C -2.059 -0.947 -0.141 -1.429
C 0.055 -0.546 1.184 -1.098
C 0.401 -1.977 1.738 -1.496
H 2.225 1.251 -1.973 0.398
H 1.478 1.140 -0.284 0.161
H 1.332 2.637 -1.411 0.470
H -0.768 1.412 -1.499 0.445
H 0.023 0.900 -2.974 0.482
H -0.719 -1.149 -2.161 0.509
H 0.870 -0.996 -1.473 0.454
H -2.607 -1.141 -0.982 0.296
H -2.655 -0.979 0.651 0.961
H -0.729 0.004 1.851 0.087
H 0.824 0.222 0.974 0.022
H -0.301 -2.504 2.354 0.143
H 0.750 -2.735 1.073 0.423
H 1.271 -1.699 2.456 0.561
H -0.396 2.342 1.230 0.482
H 0.055 1.533 2.463 0.502
O 0.345 2.155 1.868 -0.890



[7]
24
Properties=species:S:1:pos:R:3:mulliken_charge:R:1 method="wB97M-V/def2-TZVPD" homo_lumo_gap_ev=10.1150
C -2.154 -0.903 -0.127 -0.978
C -0.849 -0.685 -0.079 0.673
C -0.093 -0.673 1.223 -0.601
C 0.465 -2.007 1.661 -1.265
C -0.002 -0.542 -1.371 -0.879
C 0.061 0.898 -1.834 -0.421
C 1.371 1.605 -1.443 -1.183
H -2.738 -0.942 -1.043 0.320
H -2.739 -1.054 0.791 0.287
H -0.770 -0.236 1.943 0.429
H 0.735 0.029 1.054 0.173
H -0.363 -2.719 1.759 0.312
H 1.159 -2.341 0.872 0.300
H 0.998 -1.930 2.601 0.403
H -0.442 -1.259 -2.081 0.442
H 0.960 -1.003 -1.091 0.347
H -0.873 1.408 -1.603 0.398
H 0.032 0.988 -2.947 0.318
H 2.213 0.965 -1.718 0.298
H 1.407 1.890 -0.418 0.260
H 1.499 2.463 -2.105 0.378
O 0.240 2.167 1.795 -0.641
H -0.643 1.900 1.485 0.325
H 0.526 1.980 2.675 0.303



[8]
37
Properties=species:S:1:pos:R:3:mulliken_charge:R:1 method="wB97M-V/def2-TZVPD" homo_lumo_gap_ev=7.5973 charge=+1
O 3.005 2.270 -3.715 -0.460
V 2.360 1.142 -2.811 1.401
O 2.368 -0.247 -3.574 -0.454
O -1.217 -0.381 1.911 -0.412
V -0.401 -0.328 0.529 1.183
O -0.418 -1.727 -0.085 -0.455
O -0.424 4.840 0.965 -0.456
V 0.658 4.251 -0.012 1.439
O 1.332 5.455 -0.808 -0.466
C 0.909 1.710 -0.682 2.086
O 0.059 2.024 0.202 -0.898
O 1.054 0.502 -1.030 -0.708
O 1.609 2.645 -1.186 -0.997
C -4.694 0.641 -0.244 -1.563
C -3.585 -0.406 -0.325 0.723
C -3.744 -1.347 -1.507 -1.345
O -2.323 0.286 -0.437 -0.386
H -5.640 0.166 0.012 0.422
H -4.826 1.091 -1.230 0.406
H -4.443 1.356 0.539 0.413
H -3.553 -0.985 0.600 0.214
H -4.638 -1.958 -1.435 0.405
H -2.821 -1.922 -1.620 0.308
H -3.779 -0.779 -2.444 0.309
H -2.413 1.201 -0.720 0.247
C 3.913 -0.768 1.754 -1.403
C 2.679 -1.443 1.189 1.033
C 2.625 -2.933 1.395 -1.441
O 1.503 -0.827 1.793 -0.556
H 3.965 0.288 1.470 0.340
H 4.838 -1.202 1.375 0.398
H 3.886 -0.802 2.847 0.383
H 2.640 -1.242 0.114 -0.050
H 2.903 -3.173 2.428 0.331
H 3.294 -3.459 0.719 0.372
H 1.603 -3.302 1.308 0.362
H 1.716 -0.635 2.714 0.276



[9]
25
Properties=species:S:1:pos:R:3:mulliken_charge:R:1 method="wB97M-V/def2-TZVPD" homo_lumo_gap_ev=10.6832
C -2.202 -0.086 0.083 1.954
C -2.120 0.629 1.461 -1.475
C -3.110 -1.180 0.074 -1.725
C -0.821 -0.149 -0.569 -1.180
C -2.653 1.034 -0.980 -1.508
C 5.055 0.006 0.114 0.605
C 3.785 -0.867 0.147 -0.771
H -3.001 1.040 1.950 0.373
H -1.667 0.114 2.294 0.352
H -1.523 1.578 1.194 0.300
H -3.062 -1.747 -0.812 0.424
H -2.739 -1.916 0.907 0.337
H -4.135 -0.892 0.280 0.396
H -0.732 0.094 -1.915 0.229
H -0.269 -1.383 -0.389 0.197
H -0.132 0.737 0.012 0.285
H -1.626 1.801 -1.325 0.286
H -2.692 0.544 -2.013 0.383
H -3.637 1.452 -0.789 0.377
H 5.741 1.594 0.084 0.335
H 4.175 -1.882 0.048 0.308
H 3.192 -0.639 1.031 0.293
H 3.195 -0.711 -0.847 0.202
O 6.164 -0.501 -0.174 -0.569
O 4.812 1.329 0.133 -0.406



Table of F_max (eV Å⁻¹), in record order: 0.86; 1.72; 5.16; 4.01; 2.77; 4.70; 2.31; 3.59; 6.06
Table of relative energy (zero: lowest compared OMol25 entry of this formula, charge and spin) (kJ/mol), in record order: 157.48; 139.64; 518.83; 200.56; 0.00; 154.22; 133.26; 0.00; 456.44